73
Properties=species:S:1:pos:R:3 method="wB97M-V/def2-TZVPD" gap_ev="3.783 / 2.429" relative_energy_kcal_mol=150.8 homo_ev="-5.02 / -4.44" fmax_ev_per_a=10.4 total_charge=-1
N -2.61 -1.25 -1.69
C 3.08 -3.98 -0.93
C 2.27 2.36 3.26
C 3.43 3.09 2.95
H -4.76 -1.06 -0.03
Cl 4.93 -1.15 -3.12
C 1.70 2.39 4.55
C 1.63 1.60 2.23
H -1.00 -2.34 2.29
H -1.04 -1.21 -3.11
H -2.07 -2.66 -3.13
C -2.06 -2.10 2.15
C 0.48 0.85 2.59
C -2.02 3.10 -1.08
H -2.76 0.23 -3.18
C 4.02 -1.99 -1.92
H 4.82 3.65 1.44
Cl 0.21 3.83 -2.23
C -2.35 -3.55 0.24
F 4.45 1.78 -3.01
O 1.51 -0.95 0.42
H -3.01 -4.20 0.81
O 3.22 0.08 -1.06
H -2.02 3.96 -0.43
Te 2.66 0.86 -3.27
P -2.15 -0.82 -0.15
Cl 4.88 -4.34 -2.90
C -2.91 1.39 1.30
C 3.28 2.37 0.66
H -2.23 -1.08 2.49
W 1.01 0.78 -0.95
H -1.33 -3.93 0.32
C -1.59 -1.92 -2.49
O -0.74 -0.34 0.06
H -2.67 -3.56 -0.80
C 3.25 -1.22 -1.06
H 3.71 2.42 -0.34
O 1.98 1.97 -1.83
O -0.12 2.17 -0.05
H -0.88 -2.43 -1.83
C 0.56 1.70 4.84
F 2.45 2.50 -4.31
C 2.26 -3.20 -0.10
C 2.29 -1.81 -0.18
H -0.92 0.33 4.09
H -1.84 1.60 1.25
H -4.84 -0.37 1.60
F 3.35 0.47 -5.29
F 0.60 0.90 -3.75
H -3.45 2.29 0.99
H -3.18 1.16 2.34
C -3.40 -0.35 -2.52
C 2.16 1.62 0.91
C -0.95 2.19 -1.08
Cl -3.19 3.04 -2.28
N -2.48 -2.20 0.77
H -2.66 -2.78 2.75
H 0.05 0.21 1.84
Cl 1.14 -3.95 0.96
C -0.04 0.91 3.85
C -4.62 -0.15 0.55
C 3.93 3.09 1.68
Cl 2.98 -5.69 -0.86
H -3.97 0.34 -1.90
H 3.91 3.64 3.75
N -3.26 0.30 0.41
H -4.09 -0.95 -3.12
C 3.94 -3.38 -1.85
H 2.19 2.98 5.31
O -0.85 1.18 -1.85
H 0.12 1.74 5.83
F 0.91 -0.76 -1.98
H -5.31 0.62 0.20

***

74
Properties=species:S:1:pos:R:3 method="wB97M-V/def2-TZVPD" gap_ev="7.149 / 7.150" relative_energy_kcal_mol=0.0 spin_multiplicity=3 homo_ev="-12.07 / -12.07" fmax_ev_per_a=3.4 total_charge=+2
C -0.64 1.07 -4.02
H -0.55 4.12 -1.96
H 0.62 -6.65 2.02
F -1.30 0.52 -7.47
C 0.99 -4.01 -0.02
C -0.40 -3.58 2.53
C 0.16 5.49 -0.45
H -2.91 -1.08 -0.69
O -0.83 1.07 1.54
C 0.43 4.61 3.24
H -4.18 3.47 -2.32
N 3.43 1.23 -0.35
H 2.30 -2.10 3.07
C -0.27 4.24 -0.91
H 1.71 -3.68 -0.80
C -0.46 2.18 2.09
N 2.15 1.12 0.02
H 1.79 -5.64 3.87
H 0.04 -4.23 -0.49
H -0.67 -2.91 3.38
N 0.28 -4.80 2.91
H 4.25 1.55 1.46
C 0.42 5.64 0.89
C -1.25 -1.19 -4.28
F -1.61 -2.39 -3.75
C -0.71 1.31 -5.37
H 0.28 6.30 -1.13
Tm -0.82 1.00 -0.57
H 3.03 -6.04 1.72
C -1.07 0.23 -6.19
C -0.19 3.34 1.25
H 1.41 -3.94 4.41
H 0.32 3.66 5.15
N 1.47 0.77 -1.11
H -4.71 0.29 0.44
C 2.35 -2.71 2.17
C 0.14 3.53 4.06
C -0.87 -0.16 -3.44
C -1.31 -1.00 -5.64
O -0.87 -0.47 -2.12
F -1.74 -1.99 -6.46
H 0.78 6.59 1.32
H 3.19 -2.42 1.51
C -0.21 2.28 3.50
H 3.56 -4.06 3.03
H -0.55 -5.61 1.14
N 2.60 -4.12 2.59
N 3.68 0.87 -1.68
O -2.70 2.05 -1.35
H 5.39 1.38 0.18
N -2.76 -0.39 0.07
P 0.69 -2.72 1.27
C -4.95 3.53 -1.56
H -4.78 4.43 -0.98
N 1.45 -5.19 0.74
C 1.54 -4.65 3.54
N -0.40 3.22 -0.08
C 0.23 4.57 1.84
O -4.87 2.36 -0.71
C 0.42 -5.64 1.69
F -0.55 2.55 -5.84
C 2.44 0.57 -2.07
F -0.46 2.16 -3.15
H -5.98 3.58 -2.01
N 4.49 1.73 0.47
H 2.23 0.29 -3.10
I -0.33 0.56 4.70
C -3.74 1.69 -0.75
N -3.77 0.62 0.12
H -1.41 -3.88 2.09
Cl 1.05 6.04 3.91
H 3.44 -4.66 0.57
H -2.64 -0.79 1.00
C 2.71 -5.05 1.36

***

55
Properties=species:S:1:pos:R:3 method="wB97M-V/def2-TZVPD" gap_ev="4.257 / 1.978" relative_energy_kcal_mol=58.6 spin_multiplicity=6 homo_ev="-11.91 / -13.84" fmax_ev_per_a=6.3 total_charge=+2
H -7.52 -2.33 -4.03
H 1.12 1.97 2.65
C -1.00 -1.91 1.16
H 3.60 1.28 4.21
C -0.26 1.87 -1.54
C 4.46 3.85 2.17
H -5.88 -4.58 -1.48
C 1.17 0.15 -2.06
H -0.35 -3.21 -0.59
H -6.93 -1.20 -2.80
H 2.08 -2.23 -0.13
H 2.04 -0.43 -2.31
C -1.03 0.86 -2.16
H 5.08 2.62 5.79
C 6.19 5.00 5.26
H 1.92 2.24 -1.47
H -7.40 -4.25 -2.33
Ir 0.15 -0.40 -0.34
H -0.55 -0.56 2.90
H -0.59 2.82 -1.15
N 6.77 5.67 6.01
C -5.71 -3.01 -2.99
C -6.61 -1.91 -3.58
H -0.33 -1.08 -3.15
H 4.61 1.56 0.44
H -2.04 0.97 -2.52
C 3.75 2.78 2.67
C -0.16 -0.23 -2.48
C 5.27 4.60 3.02
N 2.98 2.06 1.69
H -4.75 -3.45 -4.91
H -6.18 -4.45 -4.58
H 2.01 -1.08 2.34
C -6.49 -3.78 -1.92
H -6.09 -1.34 -4.36
C 4.02 2.25 3.93
C 3.57 1.40 0.64
H -6.81 -3.12 -1.10
H 2.86 -0.37 -0.42
Cl -4.27 -2.28 -2.28
N 1.46 0.68 0.84
C 2.69 0.49 0.16
H 4.31 4.10 1.12
H 5.73 5.51 2.67
C -0.14 -2.43 0.13
C 1.15 -1.32 1.71
C -0.22 -1.14 2.04
C 1.10 1.54 -1.64
C 4.87 2.96 4.78
C 1.70 1.63 1.77
H -2.03 -2.21 1.32
C 5.44 4.16 4.34
C 1.20 -1.96 0.42
H -4.66 -4.78 -3.73
C -5.30 -3.98 -4.12

***

57
Properties=species:S:1:pos:R:3 method="wB97M-V/def2-TZVPD" gap_ev="9.588 / 7.971" spin_multiplicity=2 homo_ev="-14.57 / -14.53" fmax_ev_per_a=0.7 total_charge=+2
C 3.53 -1.99 -1.94
H -1.55 -0.88 2.59
H -5.96 -0.06 -0.85
C 1.34 2.13 4.19
H 0.93 1.69 -4.51
C -4.03 0.63 -1.50
C 0.64 1.95 -3.51
C 2.44 -3.62 -0.58
H -4.96 -1.67 0.76
H 1.43 2.59 5.16
N 1.72 -1.35 -0.53
H -3.22 -2.64 1.74
H 4.04 -4.08 -1.94
N 0.03 -1.67 1.51
C -1.29 -1.83 2.11
H 1.98 -1.56 2.27
H 0.86 -3.61 1.64
N -2.13 -0.33 -0.40
H 2.76 0.00 -1.67
H -1.24 -2.60 2.89
C -4.34 -1.03 0.16
H -0.58 2.67 0.01
C 0.97 -1.27 2.58
N 0.16 1.24 -1.28
C -2.95 -1.12 0.29
C -4.89 -0.14 -0.74
H 2.32 -4.63 -0.22
H 1.37 2.80 0.89
H 1.07 0.14 4.95
H -4.39 1.31 -2.25
C 1.61 -2.61 -0.10
H -2.08 -3.01 0.47
H -0.29 -3.38 0.33
C 0.52 0.98 -2.55
C -2.41 -2.22 1.15
C 1.01 0.21 2.81
C 1.28 2.25 1.81
H 1.68 3.93 3.06
H -0.37 4.54 -1.57
H 0.29 5.24 -3.83
Cu 0.04 -0.16 0.07
C 0.37 3.30 -3.18
C 3.40 -3.31 -1.54
C -0.18 2.50 -0.98
N 0.51 4.29 -4.07
H 0.79 4.10 -5.02
H 4.27 -1.69 -2.66
C 2.67 -1.04 -1.40
H -2.01 1.11 -1.88
H 0.74 -1.81 3.51
C 1.13 0.76 4.07
H 0.71 -0.05 -2.80
C -2.67 0.51 -1.29
C 0.52 -2.90 0.88
C 1.46 2.88 3.03
C -0.08 3.54 -1.87
N 1.02 0.95 1.70

***

Number 1: total energy -149196.98565 eV. Number 2: total energy -122906.11331 eV. Number 3: total energy -45113.80356 eV. Number 4: total energy -78878.89110 eV.